1.
Here is a 8-piece molecular cluster, C26H38F18O14 overall from OMol25. Energies are from the ωB97M-V functional and the def2-TZVPD basis.

Last column: Löwdin charge in e.
Positions of all 96 atoms, in Å:
C: 9.41022 10.85230 11.70252  -0.162
O: 9.68996 11.91787 10.80620  -0.128
H: 9.83122 11.05834 12.68660  0.066
H: 8.33311 10.68787 11.73298  0.073
H: 9.81613 9.89604 11.37256  0.068
H: 10.41956 12.42178 11.17410  0.000
C: 11.87608 13.73675 12.81580  -0.113
O: 11.90078 13.29259 11.47198  -0.124
H: 12.68918 13.31622 13.40750  0.067
H: 11.94968 14.82166 12.89094  0.068
H: 10.90400 13.43059 13.20240  0.067
H: 12.81854 13.37479 11.20258  0.038
C: 15.44880 12.83382 14.04704  -0.040
C: 15.66426 11.84866 12.87490  -0.198
O: 16.32756 10.62726 13.14264  0.018
C: 15.66174 9.63037 13.74794  -0.297
O: 14.47526 9.73287 14.12688  0.110
C: 16.43078 8.23878 13.66144  -0.529
F: 15.80752 7.35835 12.81000  0.150
F: 17.70797 8.45474 13.43882  0.180
F: 16.46636 7.76020 14.89060  0.165
H: 14.83514 12.36381 14.81556  0.060
H: 14.92982 13.73528 13.72124  0.057
H: 16.40058 13.10450 14.50414  0.085
H: 16.23000 12.32697 12.07536  0.118
H: 14.73744 11.51243 12.41006  0.124
C: 15.16500 14.65990 7.11510  -0.062
C: 15.74502 14.23046 8.46210  -0.208
O: 15.92586 15.23115 9.46572  0.036
C: 15.19660 15.15913 10.64096  -0.256
O: 14.43304 14.24823 10.94060  0.117
C: 15.52712 16.32514 11.58118  -0.596
F: 14.58728 16.66934 12.43034  0.189
F: 16.56449 15.99747 12.35224  0.173
F: 15.84238 17.39252 10.89260  0.203
H: 14.20898 15.18281 7.14200  0.080
H: 15.08598 13.79594 6.45524  0.084
H: 15.83376 15.34454 6.59344  0.075
H: 16.66422 13.71083 8.19166  0.127
H: 15.09130 13.44977 8.85108  0.115
C: 8.88824 14.73588 14.66232  -0.043
C: 7.90492 14.87067 15.87566  -0.215
O: 7.73394 16.21148 16.11607  0.023
C: 7.02884 16.62465 17.15894  -0.332
O: 6.26676 15.91845 17.83608  0.131
C: 7.12680 18.16116 17.45774  -0.557
F: 5.90266 18.69216 17.52500  0.176
F: 7.71500 18.31925 18.61622  0.193
F: 7.89268 18.75603 16.52012  0.148
H: 9.91320 15.01966 14.90118  0.048
H: 8.51738 15.26099 13.78208  0.078
H: 8.88454 13.71538 14.27932  0.066
H: 8.46402 14.47667 16.72436  0.115
H: 7.02868 14.22276 15.85348  0.133
C: 10.44845 17.43643 11.12666  -0.040
C: 11.49900 17.90857 12.17074  -0.196
O: 10.94746 19.01356 12.83256  0.034
C: 11.68420 19.76992 13.62098  -0.358
O: 12.77712 19.52926 14.09948  0.139
C: 10.94264 21.14788 13.97010  -0.498
F: 11.78872 22.07505 13.45424  0.145
F: 9.74358 21.25955 13.34950  0.147
F: 10.76448 21.23431 15.28264  0.180
H: 10.37684 18.06541 10.23932  0.074
H: 9.41568 17.41777 11.47468  0.076
H: 10.62302 16.40900 10.80726  0.071
H: 12.43054 18.14432 11.65618  0.124
H: 11.66288 17.12683 12.91246  0.103
C: 13.82016 8.24957 17.97208  -0.049
C: 12.91736 9.34843 18.45256  -0.238
O: 12.92546 10.40502 17.51191  0.023
C: 12.01834 11.39019 17.57288  -0.335
O: 11.22008 11.55922 18.49754  0.144
C: 11.85360 12.22750 16.31370  -0.541
F: 12.85248 13.14427 16.27604  0.138
F: 11.89754 11.47464 15.20894  0.172
F: 10.73334 12.92327 16.37098  0.181
H: 14.82214 8.67649 18.01560  0.086
H: 13.45700 7.98798 16.97820  0.088
H: 13.70034 7.39955 18.64380  0.085
H: 13.27816 9.82181 19.36570  0.130
H: 11.90464 9.01218 18.67486  0.131
C: 15.22662 17.50370 15.66674  -0.036
C: 14.74384 16.26952 16.47007  -0.193
O: 13.56912 16.55586 17.22111  0.010
C: 12.36082 16.60440 16.59804  -0.291
O: 12.20686 16.09603 15.48514  0.107
C: 11.16498 17.12630 17.42928  -0.626
F: 10.26817 16.21228 17.63244  0.218
F: 11.61390 17.42907 18.61836  0.199
F: 10.62380 18.17169 16.84746  0.202
H: 14.54360 17.76536 14.85858  0.048
H: 16.19334 17.32512 15.19592  0.075
H: 15.34596 18.31995 16.37918  0.084
H: 15.43612 16.00738 17.27014  0.125
H: 14.61000 15.36297 15.87984  0.102

## Properties
* LUMO: -0.237 eV
* ΔE to the lowest compared entry with this formula, charge and spin: 23.64 kcal/mol
* net charge: 0
* Kohn-Sham gap: 9.35 eV
* structure (SMILES): CCOC(=O)C(F)(F)F.CCOC(=O)C(F)(F)F.CCOC(=O)C(F)(F)F.CCOC(=O)C(F)(F)F.CCOC(=O)C(F)(F)F.CCOC(=O)C(F)(F)F.CO.CO

---

2.
Here is C26H38N4NbO3Tl as an isolated structure from OMol25. Energies are from the ωB97M-V functional and the def2-TZVPD basis.

Last column: Löwdin charge in e.
Positions of all 73 atoms, in Å:
N: -1.86283 -0.51292 0.03071  -0.173
C: -2.93684 -1.07351 0.44703  -0.264
O: -3.92514 -0.60350 1.03326  -0.038
Tl: -2.63095 1.49122 1.56038  1.214
Nb: 0.08068 0.00129 0.01038  1.907
N: 0.28057 1.75175 -0.96266  -0.259
N: 0.86609 -1.49666 -1.06766  -0.238
C: -0.33740 2.51955 -2.06254  -0.645
C: 0.22790 -2.49078 -1.98203  -0.635
C: -0.04213 4.01847 -1.88577  -0.025
C: 0.22023 2.02147 -3.40362  -0.020
C: -1.84344 2.29657 -2.01371  -0.060
C: -0.46765 -3.55108 -1.11308  -0.027
C: 1.26595 -3.14763 -2.90219  -0.035
C: -0.79606 -1.75328 -2.83328  -0.052
H: -0.36036 4.36398 -0.89736  0.096
H: -0.60161 4.59018 -2.64207  0.109
H: 1.01720 4.25371 -2.01707  0.092
H: 1.31117 2.09800 -3.44879  0.086
H: -0.19455 2.61601 -4.23535  0.111
H: -0.05603 0.96956 -3.57169  0.061
H: -2.09666 1.22629 -2.05229  0.063
H: -2.32262 2.79142 -2.87637  0.115
H: -2.27310 2.73440 -1.10428  0.041
H: 0.23802 -4.02403 -0.41772  0.089
H: -0.89885 -4.34422 -1.74540  0.109
H: -1.28180 -3.09674 -0.52905  0.054
H: 1.98070 -3.77605 -2.36282  0.091
H: 1.81752 -2.39775 -3.47826  0.098
H: 0.74074 -3.79675 -3.61921  0.108
H: -1.34823 -2.46947 -3.46281  0.112
H: -0.29844 -1.03229 -3.49827  0.075
H: -1.52688 -1.22197 -2.20847  0.040
C: 1.70808 2.06899 -0.65267  -0.107
H: 2.10193 1.33048 0.06369  0.058
H: 2.33769 2.03380 -1.55424  0.103
H: 1.80958 3.05635 -0.17875  0.107
C: 2.25047 -1.80331 -0.62538  -0.100
H: 2.55705 -1.09170 0.14655  0.064
H: 2.32445 -2.81177 -0.19753  0.087
H: 2.97098 -1.72872 -1.45922  0.108
C: 4.92781 0.03186 4.24830  -0.037
C: 3.82536 -0.94543 3.87883  -0.221
C: 4.12829 -1.94279 2.95623  -0.054
C: 3.16481 -2.88392 2.59467  -0.105
C: 1.89142 -2.81250 3.13987  -0.045
C: 1.54062 -1.79014 4.04778  -0.220
N: 0.21898 -1.77150 4.49664  0.096
C: -0.52152 -0.64347 4.85651  -0.197
C: -1.37634 -0.69550 5.98279  0.004
C: -2.03485 0.43419 6.45963  -0.040
C: -1.85940 1.65980 5.82115  -0.060
C: -1.04798 1.73806 4.69039  -0.065
C: -0.38456 0.61968 4.18852  -0.135
C: 0.21671 0.79239 2.82345  -0.595
O: 0.46146 1.88973 2.33799  0.006
O: 0.20967 -0.30660 2.04201  -0.235
C: 2.53994 -0.86710 4.45955  -0.152
C: 2.33464 0.17266 5.52575  -0.025
H: 4.62489 1.05883 4.01154  0.086
H: 5.15960 -0.02813 5.31980  0.092
H: 5.85985 -0.16932 3.70610  0.084
H: 5.12945 -2.01499 2.50827  0.120
H: 3.41881 -3.67507 1.88280  0.109
H: 1.14427 -3.55209 2.82597  0.114
H: -0.27476 -2.67272 4.60793  0.170
H: -1.50341 -1.64748 6.51503  0.131
H: -2.68512 0.36655 7.33648  0.127
H: -2.37559 2.55031 6.19237  0.122
H: -0.96822 2.71004 4.18158  0.125
H: 2.43537 1.19353 5.11634  0.101
H: 1.38474 0.12069 6.06760  0.077
H: 3.09268 0.05652 6.31893  0.101

## Properties
* LUMO: -9.263 eV
* net charge: +2
* Kohn-Sham gap: 3.36 eV

---

3.
Here is C26H39AlF16IO10 as an isolated structure from OMol25. Energies are from the ωB97M-V functional and the def2-TZVPD basis.

Last column: Löwdin charge in e.
Positions of all 93 atoms, in Å:
F: -6.50551 -0.31381 -0.73167  -0.120
C: -5.37920 -0.59347 0.10501  -0.201
C: -4.53810 -1.65847 -0.54517  -0.275
C: -3.06253 -1.69623 -0.09047  -0.280
Al: -2.10065 0.08992 0.09806  0.270
C: -1.99524 1.12836 -1.66135  -0.321
C: -2.46055 2.57186 -1.46650  -0.438
C: -1.40257 3.54655 -1.00029  -0.644
I: 0.37620 3.58955 -2.20377  0.695
H: -5.80980 -0.92269 1.04392  0.110
H: -4.86034 0.34789 0.23479  0.056
H: -5.00043 -2.61531 -0.28629  0.087
H: -4.62832 -1.58828 -1.62160  0.098
H: -2.94328 -2.29580 0.80958  0.013
H: -2.52710 -2.24471 -0.86675  0.035
H: -0.62202 -0.21212 0.72448  -0.096
H: -2.89499 1.08306 1.12309  -0.070
H: -1.04163 1.06249 -2.16835  -0.038
H: -2.72204 0.65434 -2.32682  0.042
H: -2.97494 2.97674 -2.33637  0.084
H: -3.18999 2.56331 -0.65644  0.058
H: -1.15164 3.41475 0.04155  0.041
H: -1.81511 4.54299 -1.09091  0.024
C: -4.02847 -7.43293 2.90059  -0.064
C: -4.55808 -6.04538 2.60496  -0.197
O: -3.88231 -5.03846 3.37874  0.030
C: -2.66593 -4.70484 2.95804  -0.401
O: -2.08985 -5.15564 2.01428  0.175
C: -2.09611 -3.59606 3.85587  -0.532
F: -2.21263 -3.91684 5.16032  0.153
F: -2.75493 -2.44868 3.65194  0.171
F: -0.80476 -3.39604 3.58660  0.165
H: -4.09597 -7.64556 3.96844  0.081
H: -4.60491 -8.17919 2.35463  0.080
H: -2.98368 -7.52729 2.61021  0.075
H: -5.60425 -5.97249 2.89367  0.123
H: -4.48782 -5.80083 1.54572  0.128
C: 4.71025 -0.65046 -3.75373  -0.061
C: 4.03243 -2.00340 -3.69355  -0.204
O: 2.70290 -1.90947 -3.15917  0.033
C: 1.77209 -1.44247 -3.98566  -0.390
O: 1.93668 -1.12120 -5.12684  0.163
C: 0.41367 -1.40048 -3.26685  -0.542
F: 0.54012 -0.81868 -2.07596  0.155
F: -0.04304 -2.65638 -3.08113  0.156
F: -0.47716 -0.73976 -4.00065  0.174
H: 4.71072 -0.18369 -2.76832  0.084
H: 5.73991 -0.75984 -4.09442  0.079
H: 4.19221 0.02106 -4.43583  0.076
H: 4.56818 -2.66160 -3.01263  0.122
H: 4.00340 -2.48644 -4.67027  0.123
C: 0.77175 -0.36078 3.90342  -0.056
C: 1.78479 -1.42467 3.55048  -0.187
O: 3.01788 -0.85590 3.04779  0.045
C: 3.83767 -0.34019 3.93905  -0.414
O: 3.69965 -0.30344 5.12804  0.164
C: 5.08489 0.20249 3.22368  -0.525
F: 4.75854 0.97995 2.17920  0.158
F: 5.84279 -0.81246 2.76271  0.153
F: 5.84020 0.92486 4.05980  0.157
H: 0.58303 0.27475 3.03798  0.068
H: -0.16553 -0.82148 4.20856  0.072
H: 1.12502 0.27592 4.71499  0.075
H: 1.40044 -2.04273 2.74330  0.120
H: 2.00257 -2.07773 4.39584  0.124
C: 7.23474 2.85384 1.48115  -0.052
C: 8.23884 1.79284 1.87368  -0.187
O: 9.44506 1.87129 1.08022  0.037
C: 10.29570 2.83304 1.39747  -0.408
O: 10.18563 3.63355 2.27936  0.170
C: 11.51908 2.76138 0.46904  -0.535
F: 11.14855 2.67712 -0.81852  0.161
F: 12.25986 1.67714 0.76360  0.159
F: 12.28572 3.84380 0.61553  0.165
H: 7.01004 2.78843 0.41582  0.091
H: 6.31618 2.73087 2.04172  0.061
H: 7.61987 3.85434 1.67392  0.079
H: 7.83492 0.80250 1.67938  0.117
H: 8.49296 1.84428 2.93149  0.127
C: -6.92652 1.74818 -3.00184  -0.060
C: -7.23372 3.03330 -2.26463  -0.184
O: -6.37781 4.11264 -2.69350  0.033
C: -6.66640 4.69025 -3.84742  -0.407
O: -7.58688 4.44515 -4.57271  0.161
C: -5.61894 5.77984 -4.12983  -0.537
F: -4.39153 5.28271 -3.94700  0.169
F: -5.78899 6.82148 -3.29231  0.156
F: -5.71996 6.23706 -5.38136  0.163
H: -5.87436 1.48815 -2.88575  0.082
H: -7.53326 0.93543 -2.60554  0.073
H: -7.13051 1.84414 -4.06768  0.075
H: -7.02760 2.91128 -1.20410  0.126
H: -8.27722 3.32951 -2.37178  0.123

## Properties
* LUMO: 1.998 eV
* net charge: -1
* Kohn-Sham gap: 7.18 eV

---

> Look up the Kohn-Sham gap of the second one.

3.36 eV

---

> What is the LUMO in the first record?

-0.237 eV